14
Properties=species:S:1:pos:R:3:forces:R:3 method="wB97M-V/def2-TZVPD" e_lumo_ev="4.303 / 4.313" spin_multiplicity=2 e_tot_ha=-249.523189 gap_ha="0.231 / 0.234" e_homo_ev="-2.0 / -2.0" total_charge=-1 s_squared=0.76
C -0.809 2.032 -1.825 0.4 -1.5 1.9
O -0.366 0.751 -1.506 0.9 0.1 0.0
H -1.572 2.266 -1.050 -0.7 0.4 -0.8
H -0.078 2.836 -1.606 0.4 0.1 -0.6
H -1.148 2.061 -2.868 -0.3 0.6 0.0
C 0.343 -1.505 0.810 -0.2 0.1 1.6
C -0.289 -1.749 2.057 -0.2 0.0 -0.3
N 1.020 -0.152 0.658 0.8 -1.1 -1.2
H 0.643 -2.208 0.043 -0.3 0.4 -0.5
H 0.255 -1.888 2.993 0.1 0.6 0.1
H -1.372 -1.683 2.146 0.0 -0.7 -0.1
H 2.029 -0.230 0.506 0.1 0.2 0.3
H 0.623 0.251 -0.253 -1.0 0.8 -0.6
H 0.777 0.439 1.445 0.0 -0.2 0.1